(1)
{
  "formula": "C6H16NO",
  "method": "wB97M-V/def2-TZVPD",
  "total_charge": 1,
  "symbols": ["C", "C", "C", "C", "C", "C", "N", "O", "H", "H", "H", "H", "H", "H", "H", "H", "H", "H", "H", "H", "H", "H", "H", "H"],
  "positions_angstrom": [[2.852758, 0.410196, -1.990410], [1.820914, -1.601352, -0.874749], [-2.313831, 0.878002, 0.017044], [-2.972602, 0.045905, 2.324176], [1.596997, -0.171567, -1.360682], [-1.934009, 0.278056, 1.310170], [-0.701533, -0.020776, 1.518506], [1.158648, 0.666091, -0.275851], [3.098222, -0.126804, -2.900859], [2.704727, 1.458728, -2.237890], [3.694588, 0.322936, -1.304829], [2.112675, -2.226398, -1.715810], [0.911623, -2.014718, -0.441809], [2.615446, -1.635238, -0.133389], [-3.362829, 0.717229, -0.216036], [-2.152166, 1.957485, 0.075562], [-1.684906, 0.513778, -0.792035], [-3.649136, -0.736523, 1.974312], [-2.563615, -0.248384, 3.287530], [-3.587400, 0.937885, 2.440357], [0.770912, -0.148807, -2.079224], [-0.403482, -0.412303, 2.404901], [0.038235, 0.172932, 0.789093], [1.949765, 0.983648, 0.181922]],
  "forces_ev_per_a": [[-0.4, 0.1, 0.1], [-0.2, 0.3, -0.2], [0.0, 0.2, -0.4], [-0.1, -0.1, 0.4], [0.3, -0.5, -0.4], [0.1, -0.1, 0.0], [0.1, 0.0, 0.0], [0.1, 0.2, 0.4], [0.1, -0.1, -0.1], [0.0, 0.1, -0.1], [0.1, 0.0, 0.1], [0.0, -0.1, 0.0], [-0.1, -0.1, 0.0], [0.1, 0.0, 0.1], [0.0, -0.1, 0.0], [0.0, 0.1, 0.1], [0.0, 0.0, 0.0], [0.0, 0.0, -0.1], [0.0, 0.0, 0.0], [0.0, 0.1, 0.0], [0.1, 0.0, 0.1], [-0.1, 0.0, 0.0], [-0.1, 0.0, 0.2], [-0.1, 0.1, 0.0]],
  "mulliken_charge": [-1.43, -1.33, -1.13, -1.24, 0.56, 1.09, -0.16, -0.65, 0.40, 0.37, 0.40, 0.41, 0.35, 0.32, 0.36, 0.32, 0.32, 0.33, 0.39, 0.35, 0.21, 0.26, 0.16, 0.32]
}

=====

(2)
{
  "formula": "CH4N3O2",
  "method": "wB97M-V/def2-TZVPD",
  "total_charge": 1,
  "symbols": ["C", "N", "N", "N", "O", "O", "H", "H", "H", "H"],
  "positions_angstrom": [[0.723831, 0.772779, 0.223504], [-0.408094, 1.124818, 0.000791], [1.999800, 0.637890, 0.196589], [-0.774300, -1.235268, 0.331663], [-1.616808, 1.093549, -0.154430], [-2.038898, -0.856359, 0.099837], [2.502877, 0.915157, 1.013844], [2.429369, 0.116944, -0.488228], [-0.366246, -1.673357, -0.446620], [-2.451529, -0.896156, -0.776947]],
  "forces_ev_per_a": [[-3.9, 0.4, -0.9], [1.5, -0.8, -0.2], [-1.0, 1.3, 2.0], [-2.8, 0.6, 1.7], [1.0, 2.0, 0.0], [2.4, -1.0, 1.9], [0.6, -0.1, 0.4], [1.3, -1.2, -1.9], [0.4, -0.8, -2.2], [0.5, -0.5, -0.8]],
  "mulliken_charge": [0.48, 0.46, -0.31, -0.23, -0.45, -0.16, 0.27, 0.25, 0.28, 0.40]
}

=====

Ordered ΔE to the lowest compared entry with this formula, charge and spin results: 0.0, 111.8; unit kcal per mole.